Density functional theory data (ωB97M-V with the def2-TZVPD basis set) for C29H40DyN5O2PS4Si as an isolated structure at a distorted geometry.

Its orbital gap (spin up / spin down) is 6.13 / 4.30 eV. Its total charge is 0. The spin multiplicity is 5. The strongest force on any atom comes out at 4.5 eV/A. For the LUMO energy (spin up / spin down), the calculation gives -0.273 / -0.282 eV. Its total energy is -126858.45665 eV. As for the expectation value of S²: 6.8734.

Element x y z (Å)
Dy (1.1632, -1.2205, 0.9760)
C (-0.0304, 0.9808, 0.6701)
Si (-1.6936, 1.6706, 0.9251)
C (-2.4672, 2.7274, -0.5901)
N (-1.9333, 2.2821, -1.8702)
C (-2.7636, 1.3683, -2.5788)
C (-2.1370, 0.8586, -3.8892)
C (-1.5650, 1.9700, -4.8002)
C (-1.5236, 3.3125, -4.0710)
C (-1.0845, 3.2042, -2.6507)
C (-3.1215, 0.5665, 1.3370)
C (-2.8850, -0.6571, 2.0201)
C (-3.9115, -1.5908, 2.1125)
C (-5.1790, -1.3728, 1.5353)
C (-5.4071, -0.1547, 0.9593)
C (-4.4598, 0.8386, 0.9147)
C (-1.6279, 2.7174, 2.4955)
C (-2.6759, 2.8837, 3.4022)
C (-2.3939, 3.4027, 4.6568)
C (-1.1703, 3.9837, 4.8958)
C (-0.2337, 4.0898, 3.8530)
C (-0.4639, 3.4609, 2.6529)
H (0.7172, 1.5937, 1.2510)
H (0.2256, 1.1014, -0.4281)
H (-2.2192, 3.7938, -0.4572)
H (-3.5532, 2.5763, -0.6312)
H (-3.8241, 1.6865, -2.8161)
H (-2.8054, 0.5520, -1.8667)
H (-2.7907, 0.1111, -4.3506)
H (-1.3022, 0.2251, -3.5399)
H (-2.1228, 1.9540, -5.7353)
H (-0.5836, 1.8003, -5.1598)
H (-2.5451, 3.7593, -4.1296)
H (-0.8331, 4.0074, -4.6382)
H (-1.0643, 4.1629, -2.0329)
H (-0.0529, 2.8167, -2.6828)
H (-1.8332, -0.7230, 2.4888)
H (-3.7179, -2.4260, 2.7549)
H (-5.9427, -2.1712, 1.5103)
H (-6.3942, 0.0133, 0.6192)
H (-4.7037, 1.8857, 0.6436)
H (-3.5527, 2.2654, 3.1756)
H (-3.2090, 3.4216, 5.3903)
H (-0.8889, 4.4058, 5.8213)
H (0.6527, 4.7884, 4.0281)
H (0.2601, 3.5755, 1.8236)
N (3.8946, 0.0655, 3.3990)
C (3.0002, -0.8658, 3.8506)
N (2.1768, -1.4906, 3.0536)
C (1.5903, -2.6059, 3.6753)
C (1.8800, -2.6901, 5.0576)
S (2.9886, -1.4575, 5.5018)
C (0.6473, -3.4752, 3.0539)
C (0.0486, -4.5909, 3.6653)
S (-1.0806, -5.3930, 2.5433)
C (-0.6083, -4.2144, 1.3634)
N (0.0759, -3.1177, 1.7969)
N (-0.9708, -4.3944, 0.0435)
H (3.9531, 0.1222, 2.3890)
H (4.2613, 0.7578, 4.0289)
H (1.3343, -3.2248, 5.9275)
H (0.3104, -4.9854, 4.6680)
H (-1.7599, -4.9481, -0.2860)
H (-0.5026, -3.7503, -0.5887)
C (6.5730, -2.6061, -1.4055)
C (5.6348, -1.7638, -2.3092)
O (4.1914, -2.3796, -2.3688)
P (2.9793, -1.4619, -1.8211)
S (3.3249, -0.0971, -0.3422)
S (1.5305, -2.7999, -1.1589)
O (2.4216, -0.7066, -3.0823)
C (2.1762, -1.1706, -4.4862)
C (3.4099, -0.9779, -5.3416)
H (6.5964, -3.6329, -1.8055)
H (6.1603, -2.5967, -0.3760)
H (7.6093, -2.1505, -1.5319)
H (5.8196, -1.6810, -3.3864)
H (5.5512, -0.7829, -1.8329)
H (1.2881, -0.5294, -4.7370)
H (1.8111, -2.2190, -4.4615)
H (3.7969, 0.0054, -5.3499)
H (3.1988, -1.2194, -6.3754)
H (4.3352, -1.4692, -4.9649)

Results of the Mulliken charge analysis, in e, for atoms 1 through 6: Dy 0.021; C -0.735; Si 0.353; C -1.089; N 0.580; C -0.648